# 1
ORCA calculation (the ωB97M-V functional and the def2-TZVPD basis) on a cluster of 5 separate species, C19H49O5P in total at a distorted geometry.

Geometry as ORCA input:
```
! RIJCOSX wB97M-V def2-TZVPD def2/J DEFGRID3
* xyz 0 1
C -0.64 -5.87 -1.91
C 0.56 -5.39 -1.02
C 1.48 -4.38 -1.78
O 0.72 -3.19 -2.07
P 0.31 -2.99 -3.71
H -0.71 -6.96 -1.82
H -1.57 -5.39 -1.57
H -0.52 -5.65 -2.98
H 0.15 -4.82 -0.17
H 1.14 -6.26 -0.68
H 1.86 -4.90 -2.68
H 2.34 -4.07 -1.17
H 1.07 -3.95 -4.45
H -1.04 -3.47 -3.80
C 0.78 -0.32 -0.53
C 0.35 -0.52 0.91
O -0.01 0.68 1.57
C -1.09 1.41 1.02
C -2.40 0.64 1.01
H 1.58 0.43 -0.59
H 1.13 -1.26 -0.96
H -0.04 0.04 -1.15
H 1.18 -0.95 1.47
H -0.48 -1.24 0.97
H -0.83 1.77 0.02
H -1.20 2.30 1.65
H -2.36 -0.22 0.34
H -3.21 1.28 0.68
H -2.63 0.27 2.01
C 0.64 5.25 1.35
C 0.18 6.61 1.86
O -0.96 6.53 2.71
C -0.80 5.77 3.89
C 0.28 6.31 4.82
H -0.19 4.72 0.87
H 1.44 5.38 0.62
H 1.01 4.62 2.15
H -0.12 7.23 1.02
H 0.99 7.13 2.37
H -0.62 4.72 3.65
H -1.76 5.82 4.41
H 1.27 6.22 4.38
H 0.28 5.76 5.76
H 0.11 7.37 5.04
C 6.05 -0.89 3.94
C 6.10 0.44 3.21
O 5.42 0.44 1.97
C 4.02 0.17 2.03
C 3.25 1.19 2.85
H 6.39 -1.70 3.28
H 6.68 -0.86 4.83
H 5.03 -1.14 4.25
H 7.14 0.68 2.97
H 5.73 1.25 3.85
H 3.85 -0.85 2.39
H 3.67 0.20 1.00
H 3.52 1.14 3.91
H 2.17 0.99 2.77
H 3.45 2.20 2.50
C -4.43 -0.90 -6.13
C -4.43 -2.39 -5.83
O -3.69 -2.74 -4.68
C -4.13 -2.18 -3.45
C -5.54 -2.58 -3.07
H -3.41 -0.52 -6.17
H -4.93 -0.70 -7.08
H -4.96 -0.33 -5.35
H -3.96 -2.92 -6.66
H -5.46 -2.77 -5.76
H -4.02 -1.09 -3.47
H -3.44 -2.55 -2.69
H -6.28 -2.18 -3.77
H -5.79 -2.21 -2.08
H -5.65 -3.67 -3.08
*
```

Computed properties:
**M**: 388.57 g mol⁻¹
**LUMO**: 0.7 eV
**Orbital gap**: 9.37 eV


# 2
ORCA calculation (the ωB97M-V functional and the def2-TZVPD basis) on a cluster of 5 separate species, C19H50BNO12 in total.

Geometry as ORCA input:
```
! RIJCOSX wB97M-V def2-TZVPD def2/J DEFGRID3
* xyz 0 1
C 7.29 -2.53 -0.81
O 6.24 -1.99 -0.03
C 5.03 -1.89 -0.75
C 3.94 -1.49 0.23
N 3.43 -2.65 0.96
O 2.01 -2.53 1.14
B 1.51 -3.54 0.29
O 1.06 -4.72 0.80
O 1.33 -3.30 -1.06
H 6.99 -3.47 -1.28
H 8.13 -2.72 -0.15
H 7.60 -1.83 -1.59
H 5.12 -1.14 -1.55
H 4.78 -2.86 -1.18
H 3.11 -1.00 -0.28
H 4.38 -0.75 0.91
H 3.80 -2.66 1.91
H 1.45 -4.90 1.67
H 2.12 -3.42 -1.60
C -1.45 -2.63 1.48
O -2.52 -2.10 2.24
C -3.66 -1.76 1.47
C -4.73 -2.82 1.52
O -4.31 -4.04 0.94
C -3.87 -5.00 1.88
H -0.76 -3.12 2.16
H -1.81 -3.37 0.75
H -0.93 -1.83 0.95
H -3.37 -1.56 0.43
H -4.06 -0.83 1.87
H -5.60 -2.47 0.95
H -5.05 -2.98 2.56
H -4.72 -5.45 2.41
H -3.19 -4.56 2.62
H -3.34 -5.78 1.33
C -1.81 2.16 -3.55
O -1.69 3.02 -2.44
C -2.78 2.96 -1.54
C -2.48 2.08 -0.35
O -2.28 0.73 -0.71
C -0.92 0.37 -0.83
H -0.83 2.07 -4.00
H -2.16 1.16 -3.26
H -2.51 2.57 -4.30
H -3.68 2.60 -2.05
H -2.98 3.98 -1.19
H -3.33 2.12 0.34
H -1.60 2.47 0.19
H -0.47 0.25 0.16
H -0.35 1.12 -1.39
H -0.87 -0.58 -1.37
C 3.05 3.50 -7.24
O 3.13 4.34 -6.10
C 2.02 4.23 -5.23
C 2.32 3.34 -4.04
O 2.56 2.00 -4.42
C 3.94 1.66 -4.49
H 4.04 3.48 -7.70
H 2.77 2.48 -6.96
H 2.33 3.89 -7.96
H 1.15 3.85 -5.77
H 1.79 5.23 -4.86
H 1.45 3.34 -3.38
H 3.17 3.74 -3.47
H 4.36 1.55 -3.48
H 4.51 2.42 -5.03
H 4.02 0.72 -5.02
C -4.20 1.17 6.64
O -3.90 2.03 5.55
C -2.67 2.72 5.70
C -1.54 2.06 4.94
O -1.23 0.78 5.44
C -1.82 -0.28 4.70
H -5.02 0.52 6.32
H -3.34 0.56 6.92
H -4.53 1.75 7.51
H -2.41 2.82 6.76
H -2.82 3.73 5.30
H -0.65 2.68 5.04
H -1.79 2.00 3.87
H -1.30 -0.43 3.75
H -2.88 -0.09 4.50
H -1.73 -1.19 5.30
*
```

Computed properties:
**M**: 495.42 g mol⁻¹
**Energy relative to the best compared isomer or geometry (same formula, charge and spin)**: 0.0 kcal per mole
**LUMO**: 0.5 eV
**Orbital gap**: 9.45 eV


# 3
ORCA calculation (the ωB97M-V functional and the def2-TZVPD basis) on a structure of composition C19H51Be2NO11 at a distorted geometry.

Geometry as ORCA input:
```
! RIJCOSX wB97M-V def2-TZVPD def2/J DEFGRID3
* xyz 1 2
Be 2.49 -3.88 -2.90
Be 4.76 1.78 -2.58
O 2.06 1.38 -2.55
C 1.60 0.75 -1.39
C 1.52 -0.83 -1.21
O 1.27 -1.67 -2.33
H 0.60 1.12 -1.16
H 2.25 1.02 -0.56
H 0.80 -1.13 -0.45
H 2.41 -1.16 -0.67
O 6.18 -0.01 -1.59
C 5.62 -0.84 -0.57
C 5.44 -2.38 -0.70
O 4.61 -2.95 -1.70
H 4.65 -0.36 -0.39
H 6.15 -0.62 0.36
H 5.06 -2.74 0.25
H 6.44 -2.81 -0.75
C -5.38 -0.72 3.45
C -4.27 -1.32 2.57
C -4.74 -1.43 1.11
C -4.86 -0.19 0.24
C -3.46 0.45 0.29
C -2.78 0.59 1.72
N -2.97 -0.63 2.53
O -2.32 -0.78 3.69
C -1.20 0.72 1.50
C -3.28 1.90 2.28
C -4.15 -2.85 3.06
H -5.02 -0.72 4.48
H -6.38 -1.14 3.43
H -5.48 0.37 3.41
H -4.01 -2.08 0.63
H -5.64 -2.04 1.06
H -5.70 0.41 0.58
H -5.13 -0.44 -0.79
H -3.48 1.45 -0.16
H -2.81 -0.04 -0.44
H -0.64 0.70 2.43
H -0.78 -0.05 0.85
H -1.03 1.72 1.10
H -4.36 1.92 2.43
H -2.76 1.98 3.24
H -2.88 2.74 1.71
H -5.16 -3.20 3.27
H -3.67 -2.81 4.04
H -3.54 -3.49 2.42
H -1.49 -1.14 3.36
C -1.12 -3.13 0.09
O -1.21 -3.27 -1.30
H -1.59 -3.99 0.55
H -0.11 -2.99 0.48
H -1.57 -2.16 0.30
H -0.64 -2.59 -1.64
C -1.89 0.25 -3.33
O -1.06 -0.80 -3.74
H -2.05 1.14 -3.93
H -2.92 -0.10 -3.29
H -1.46 0.53 -2.37
H -0.61 -1.23 -3.01
C 4.25 2.94 0.95
O 5.13 2.69 -0.12
H 4.34 2.28 1.82
H 4.53 3.95 1.25
H 3.23 3.03 0.60
H 6.01 2.71 0.26
C 3.91 5.33 -2.64
O 3.47 4.05 -2.34
H 3.24 5.64 -3.44
H 3.84 5.99 -1.78
H 4.90 5.31 -3.09
H 2.54 3.95 -2.54
C 2.42 -4.40 1.32
O 2.55 -4.07 -0.01
H 1.73 -5.23 1.46
H 3.41 -4.70 1.65
H 2.01 -3.57 1.91
H 3.24 -3.40 -0.07
C -0.83 3.66 -1.90
O 0.20 3.79 -2.91
H -0.37 3.57 -0.92
H -1.47 4.54 -1.93
H -1.38 2.73 -2.08
H 0.77 3.02 -2.86
*
```

Computed properties:
**M**: 487.64 g mol⁻¹
**LUMO (spin up / spin down)**: -6.0 / -6.0 eV
**Orbital gap (spin up / spin down)**: 3.81 / 3.82 eV


| no. | energy (Ha) |
| --- | --- |
| 1 | -1470.747232 |
| 2 | -1736.274388 |
| 3 | -1665.476668 |